[1]
{"formula": "C29H43BF11N3O14", "method": "ωB97M-V/def2-TZVPD", "symbols": ["F", "H", "C", "F", "H", "O", "H", "H", "C", "C", "C", "H", "H", "H", "N", "O", "H", "H", "H", "F", "C", "H", "C", "H", "O", "F", "H", "C", "H", "H", "H", "N", "C", "H", "C", "H", "H", "O", "C", "F", "H", "C", "H", "C", "O", "B", "H", "H", "C", "H", "C", "H", "H", "H", "H", "F", "C", "H", "C", "H", "C", "O", "C", "C", "O", "H", "O", "F", "H", "H", "C", "H", "C", "F", "F", "H", "C", "O", "H", "C", "N", "O", "C", "C", "O", "C", "C", "H", "H", "H", "H", "C", "H", "F", "C", "O", "O", "H", "O", "F", "H"], "positions_angstrom": [[8.109665, 1.347829, 1.493168], [-1.858560, 2.483679, -0.010664], [0.060456, -0.798639, -3.325200], [7.357912, 1.854774, -0.465748], [2.833075, 2.433235, -5.043133], [-3.801971, 4.245843, 5.111319], [1.078595, 1.352685, 0.596933], [0.323491, -5.140462, -1.818451], [5.876485, -4.438257, -0.448634], [0.641394, -2.945996, -2.528204], [5.967798, 2.412236, 1.400437], [3.109840, 1.521770, 4.143176], [-3.435794, 1.787637, 4.168392], [4.157018, 3.443998, 2.885802], [-0.970936, 1.398104, -3.490087], [1.921886, 2.226296, -3.159482], [-8.177326, -3.091845, 0.421708], [0.748917, -3.944199, -0.467257], [-1.868804, 2.578251, 4.119145], [-3.915998, 4.155979, 7.803134], [4.276776, -5.603209, -1.738808], [-5.093922, 1.859817, -2.556723], [0.185737, -4.068413, -1.455254], [7.472936, -5.890528, -0.448597], [-2.886789, 2.918291, -3.267496], [8.061604, 3.413330, 0.855054], [1.088046, 1.652845, -5.100256], [-1.083709, 0.648061, -1.219822], [-0.508313, 2.907444, -1.160055], [-3.740474, 1.518312, 0.020343], [-4.510917, 3.852859, 3.239735], [-2.997273, -0.418439, -2.761885], [-6.106670, -0.059453, -2.064315], [-6.549410, 0.086833, -3.119761], [-2.760638, 4.763938, 5.796635], [1.178936, -0.928999, -3.603200], [2.593095, 0.682936, -4.424645], [-7.638782, -2.364935, -2.189569], [-5.235447, 1.239994, -1.609647], [-2.137703, 5.358189, 8.029189], [4.657086, 0.649164, 4.071578], [-3.541677, 3.900622, 3.741184], [-3.300719, -1.230726, -2.214009], [-2.582914, 0.728251, -1.857061], [-0.462094, -1.989677, -2.698146], [1.425551, 1.083505, -2.383171], [-6.322941, -2.944169, 0.391861], [-5.453589, -1.009644, -2.078005], [-0.141513, 0.576161, -2.509256], [3.057919, 1.158390, -1.339346], [-7.439242, -1.687595, -1.140327], [5.050569, -4.102046, 0.184055], [3.762332, 0.962958, 2.593457], [-7.365663, -1.514949, 1.105548], [-2.535039, -1.483300, 0.578835], [2.937940, -6.912654, -3.230035], [4.026419, 1.384917, 3.565935], [7.100221, -5.212603, 1.152119], [-3.185649, 5.127995, 7.216743], [0.594565, 3.098088, 0.846175], [7.370528, 2.254282, 0.819706], [-7.273521, -0.248505, -1.169426], [-7.309492, -2.355199, 0.323179], [0.165194, 2.024931, 0.761969], [5.396234, -4.848514, -1.739087], [0.927164, -3.455004, -3.519457], [4.951768, 2.479421, 0.756895], [-0.473663, 1.795792, 2.058842], [-0.930041, -3.868985, -1.242781], [-4.036855, -0.230634, -0.444921], [-1.311026, -1.376275, 2.188614], [-5.845515, 1.895791, -0.877496], [-2.280275, 1.871438, -2.942176], [3.303644, -4.856804, -3.784163], [-3.944575, 6.244796, 7.242840], [6.525764, -3.575934, -0.614835], [-3.847498, 0.827579, -0.879681], [6.021779, 2.505442, 2.744679], [-0.481200, -0.696830, -4.343959], [-2.853394, 2.552850, 3.647965], [-1.883688, -0.777082, 0.983773], [-1.939225, -2.331248, 2.712621], [4.763252, 2.701322, 3.411459], [-0.875562, 2.063294, -0.455573], [0.263189, -1.005325, -0.006352], [3.852016, -5.926955, -3.168677], [6.667845, -5.552080, 0.208776], [1.574436, -2.443055, -2.094530], [-2.729033, 2.254752, 2.605737], [-0.567008, 2.311147, -3.760046], [6.035914, -6.419808, 0.410870], [-0.873728, -0.439225, -0.036226], [-3.695482, -0.111039, -3.448381], [4.886400, -6.321873, -3.940508], [2.087733, 1.718473, -4.540207], [3.685986, -5.939040, -0.745275], [2.403584, 0.437361, -1.544009], [4.990947, 3.111908, 4.397405], [-1.664058, 4.940685, 5.332050], [-0.142354, -0.931216, 2.838326], [-2.961971, 4.684887, 3.246648]], "atomic_forces_ev_per_a": [[-0.6, 0.3, 0.0], [1.5, -0.9, -0.8], [-0.5, -0.7, -1.1], [-0.5, 0.2, 0.6], [-1.3, -1.2, 0.6], [0.4, 0.6, 0.9], [-1.7, 0.5, 0.5], [-0.2, 1.5, 0.4], [0.4, 0.2, 0.7], [0.2, -1.4, 1.1], [-1.5, 0.3, 1.2], [0.1, 0.0, 0.0], [-0.1, 0.1, -0.1], [0.2, -0.1, -0.1], [-1.6, 3.3, 1.3], [-1.3, -2.3, 0.1], [1.3, 1.1, 0.0], [-0.8, -0.1, -1.4], [0.0, 0.1, -0.2], [0.3, 0.2, -0.6], [0.8, 0.7, 1.7], [0.2, -0.7, 1.4], [-0.4, 0.7, 0.0], [0.0, 0.2, 0.1], [2.1, -3.8, 1.0], [-0.6, -0.2, 0.2], [1.6, 0.1, 0.8], [-1.7, -0.1, 1.3], [-0.5, -1.6, 0.9], [0.2, -0.8, -1.2], [0.0, 0.1, 0.4], [1.3, 0.4, 0.4], [0.2, 1.1, -0.9], [0.9, -0.2, 1.6], [0.1, -0.5, -1.9], [-1.6, 0.0, 0.7], [-0.8, 1.5, -0.7], [0.9, 3.0, 4.4], [-0.5, -0.5, -0.2], [-0.2, -0.2, -0.8], [-0.1, 0.1, 0.1], [0.1, -0.4, -0.7], [0.1, 0.5, -0.6], [-1.7, -0.3, -0.6], [2.5, 0.1, -0.2], [1.4, 1.0, 0.6], [-1.5, 1.0, -0.2], [-1.1, 1.6, 0.1], [-0.3, -0.3, -0.9], [-0.4, -1.1, -0.5], [-0.8, -1.7, -2.0], [-0.1, -0.2, -0.2], [-0.1, 0.1, 0.1], [0.2, -1.5, -1.1], [0.4, 0.8, 0.7], [0.4, 0.5, 0.6], [0.1, -0.2, -0.2], [0.0, 0.0, -0.1], [-0.4, 0.3, 2.0], [-0.8, -1.7, 0.0], [1.9, -0.3, -0.8], [1.4, -3.1, -0.2], [-0.4, 0.7, -0.8], [0.7, 1.9, -0.1], [-0.9, -0.4, -0.6], [-0.6, 0.9, 1.3], [1.0, -0.1, -0.1], [1.0, -0.2, -2.3], [1.7, -0.5, -0.3], [0.5, 1.7, -0.6], [-2.2, -4.0, 2.2], [0.8, -1.3, -1.2], [0.6, 0.5, 0.0], [0.2, -0.1, 0.6], [0.3, -0.4, -0.5], [-0.2, -0.1, -0.3], [-0.6, 0.6, 0.6], [0.5, 0.0, -1.1], [0.8, 0.1, 1.8], [0.1, -0.1, 0.3], [2.6, -0.1, 0.1], [2.8, 4.1, -2.0], [-0.7, 0.0, 0.5], [0.2, 0.6, 0.9], [-4.5, 2.3, 0.4], [-0.5, -0.7, -1.9], [-0.1, -0.3, -0.1], [-1.4, -0.4, -0.7], [0.0, 0.1, 0.1], [0.4, -0.9, -0.1], [0.0, 0.1, 0.1], [4.4, -1.9, -1.6], [0.3, -0.3, 0.6], [-0.1, 0.2, 0.6], [0.9, -0.1, 0.2], [0.1, 0.0, -1.1], [-1.6, 2.4, -1.0], [0.3, 0.0, -0.2], [-0.7, 0.1, 0.9], [-2.8, -0.2, -2.3], [0.0, 0.0, 0.3]], "smiles": "CCOC[C@@]1(B(O)OC)NC(=O)[C@](N)(CCCOC(C)=O)[C@@]1(CCF)C(=O)NC(=O)F.CCOC(=O)C(F)(F)F.CCOC(=O)C(F)(F)F.CCOC(=O)C(F)(F)F", "gap_ha": 0.358}

[2]
{"formula": "C29H43CeCl2F5N3O5Si", "method": "ωB97M-V/def2-TZVPD", "symbols": ["H", "H", "C", "N", "C", "H", "C", "O", "H", "Si", "H", "F", "C", "O", "H", "H", "C", "F", "H", "O", "H", "H", "H", "H", "H", "C", "H", "C", "C", "O", "H", "C", "F", "C", "H", "C", "H", "H", "H", "H", "H", "H", "C", "C", "H", "H", "O", "Cl", "C", "C", "C", "C", "H", "F", "Ce", "H", "H", "C", "H", "C", "H", "C", "N", "H", "Cl", "C", "H", "C", "H", "C", "H", "H", "C", "H", "C", "H", "C", "H", "H", "H", "H", "H", "C", "H", "C", "H", "C", "N", "F"], "positions_angstrom": [[-0.847812, -4.643542, 2.374386], [-2.220319, -0.361165, -2.958649], [-2.643309, 1.262947, 1.892239], [0.564116, -3.254611, 3.141696], [-0.621304, -3.878730, -0.384380], [-0.409921, 4.038394, -1.037673], [-3.995865, 1.791334, 3.802919], [-0.265794, 1.094283, 2.269461], [2.395044, -4.176343, 2.596016], [-0.938766, 2.433539, -2.822568], [0.054032, 5.179763, 5.936313], [-0.871802, 0.223941, 4.841557], [1.850887, -3.853966, 3.494205], [-0.606181, 0.833329, -2.676675], [0.452271, 3.257294, 6.793847], [1.768679, 2.272335, 5.996271], [3.047813, 0.009950, -2.689226], [-4.830627, 2.190364, 1.630139], [-1.239319, 2.677630, -0.257218], [3.453889, -0.114814, 0.233587], [-0.453594, -1.736014, 2.181072], [-2.154281, 3.827726, -1.277780], [2.475069, -3.141426, 4.039801], [0.516420, 5.567409, 4.242235], [0.063719, 1.809589, 5.815423], [-0.870211, -1.498395, -1.824053], [1.204616, -1.692095, -2.182055], [0.524949, -3.187375, -0.764410], [-1.486622, 1.078593, 2.700980], [1.962324, 2.048961, 3.699245], [-2.884003, -1.411534, -1.098310], [-1.207764, 3.294463, -1.162754], [-5.076265, 2.375108, 4.356099], [-0.045994, -2.148954, -4.569952], [-2.159763, 3.937510, -4.229080], [-1.951506, -1.976930, -1.096117], [-3.293935, 2.923157, -3.313519], [1.644838, -4.727981, 4.117718], [3.686676, -0.028756, -3.584851], [0.899532, -3.542955, -5.922281], [4.243619, -2.314620, -3.360286], [-1.506797, -3.385870, 3.435045], [-1.127553, -0.502878, -2.950153], [0.857347, 2.956334, -3.084608], [3.212374, 0.925773, -2.108136], [3.929280, -2.085597, -0.072554], [1.521956, -1.256378, 2.630838], [3.279500, 3.047064, 0.908015], [-0.650404, -4.051960, 3.277842], [0.507718, -2.036096, 2.624206], [0.752864, 2.657126, 5.925235], [0.008684, 4.835009, 4.887855], [-1.046212, 4.732099, 4.587321], [-2.573326, 0.935475, 0.571307], [1.995546, 0.904220, 1.728403], [0.040801, -2.903338, -3.774207], [3.891078, -3.172365, -1.805634], [-1.246284, -0.244042, -5.503765], [-1.447051, -0.898769, -6.365545], [3.525704, -2.447133, -2.541198], [1.997042, -0.028168, -3.027476], [-1.799404, 0.853251, 4.069698], [0.678634, 3.543378, 4.765136], [-2.195773, 0.254116, -5.252401], [0.864760, 0.508162, -0.315806], [1.311612, 3.159829, 3.676573], [1.292445, 3.805332, 2.791070], [-2.369041, 2.917447, -3.887792], [-2.487632, 2.287803, -4.778611], [-0.712468, -1.014440, -4.316248], [1.082245, -1.818834, -6.396770], [-0.438972, -2.668632, -6.679623], [-3.824218, 1.737323, 2.416807], [1.565357, 2.126056, -3.207747], [3.591460, -1.126095, -0.506770], [1.509641, -3.516660, -0.423025], [-3.022531, 1.187614, 4.607608], [-0.467317, 0.477346, -5.817318], [1.186383, 3.551448, -2.215913], [-0.522973, -4.710151, 4.140016], [0.839074, 3.573450, -3.984222], [-2.727444, -3.691960, -0.036467], [0.368052, -2.079263, -1.620176], [2.567551, -2.804012, -2.953908], [-1.856686, -3.223230, -0.473885], [-0.542102, -4.899028, 0.017237], [0.397352, -2.564357, -5.953062], [3.354545, -1.165386, -1.843046], [-3.298313, 0.881616, 5.892455]], "atomic_forces_ev_per_a": [[0.1, 0.0, 0.3], [0.1, -0.3, -0.2], [0.6, -0.3, -0.7], [0.0, 0.0, -0.2], [-0.1, 0.2, 0.6], [-0.3, -0.1, 0.0], [0.3, -0.3, 0.0], [-1.4, -0.5, 0.5], [-0.2, 0.1, 0.2], [1.8, -0.3, 2.2], [0.1, -0.2, -0.6], [-0.2, 0.2, -0.1], [-0.1, 0.0, 0.1], [-0.5, -2.4, -1.1], [0.3, -0.4, -0.1], [-0.1, 0.1, 0.2], [-0.1, -0.3, 0.3], [0.6, -0.4, 0.2], [0.0, 0.0, -0.4], [1.9, -2.7, -1.8], [0.2, 0.1, 0.2], [-0.1, 0.2, 0.5], [-0.2, -0.1, -0.1], [-0.3, -0.2, 0.2], [0.3, 0.3, 0.1], [-0.1, 0.0, -0.5], [-0.2, 0.1, 0.5], [-0.2, 0.3, -0.8], [0.4, 0.1, 0.1], [-1.1, 3.0, 0.9], [0.1, -0.3, -0.1], [-0.6, 0.2, -0.1], [0.0, -0.3, -0.2], [-0.5, -0.4, 0.3], [-0.2, 0.0, 0.0], [-0.2, -0.5, -0.1], [0.0, 0.0, 0.0], [0.2, 0.2, -0.1], [0.0, 0.0, 0.4], [0.0, 0.4, 0.0], [-0.1, -0.2, 0.2], [0.2, -0.2, 0.1], [-0.8, 1.3, 0.9], [-0.2, 0.5, -0.7], [-0.1, -0.3, -0.2], [-0.2, 0.2, -0.2], [-1.9, -2.4, 0.0], [0.4, 0.9, -0.2], [-0.1, 0.0, -0.3], [2.0, 1.4, 0.2], [-0.5, 0.2, 0.2], [-0.2, 0.1, -0.2], [0.3, 0.2, 0.2], [0.0, 0.7, 0.5], [0.9, 0.1, 1.6], [0.5, 0.5, -0.3], [0.0, 0.0, -0.4], [0.5, 0.5, 0.0], [0.1, 0.2, 0.4], [0.0, 0.4, 0.2], [0.4, 0.1, 0.3], [0.1, -0.1, -0.3], [0.1, 0.2, 0.1], [0.5, 0.0, -0.1], [-2.0, -0.2, -2.9], [1.2, -2.0, 0.8], [0.1, -0.1, 0.1], [0.2, -0.1, -0.9], [0.0, 0.2, 0.2], [-0.3, -0.4, -0.5], [-0.2, -0.3, 0.2], [0.3, 0.1, 0.5], [-0.8, 0.4, 0.6], [-0.5, 0.3, -0.1], [-0.5, 1.8, -0.1], [-0.2, -0.2, -0.6], [-0.4, 0.0, 0.0], [-0.6, 0.1, 0.0], [-0.1, -0.2, -0.6], [-0.2, 0.1, -0.1], [0.7, 0.3, -0.1], [-0.1, 0.0, -0.1], [0.3, -0.5, 0.5], [0.4, 0.1, 0.1], [0.3, 0.0, 0.1], [-0.1, 0.6, 0.1], [-0.1, -0.2, -0.4], [0.6, -0.2, 0.8], [0.1, 0.4, -0.2]], "spin_multiplicity": 2, "gap_ha": [0.258, 0.282], "s_squared": 0.751}

no.,electronic energy (Eh)
1,-3471.7709
2,-3855.7613